Computed, not measured: a cluster of 20 separate species, C40H120O20 in total, with wB97M-V/def2-TZVPD.

```
180
Properties=species:S:1:pos:R:3
C -8.933 20.602 -8.179
C -8.296 22.030 -8.304
O -7.489 22.003 -9.412
H -8.155 19.847 -8.063
H -9.468 20.426 -9.112
H -9.616 20.521 -7.334
H -7.685 22.211 -7.419
H -9.053 22.803 -8.441
H -8.023 21.594 -10.098
C -8.233 17.446 -17.041
C -8.431 18.684 -17.981
O -7.102 19.170 -18.343
H -7.564 17.600 -16.194
H -7.664 16.689 -17.581
H -9.202 16.984 -16.854
H -9.136 19.379 -17.525
H -8.927 18.379 -18.903
H -6.924 18.981 -19.268
C -8.004 14.139 -5.237
C -8.745 14.438 -6.503
O -8.162 13.780 -7.614
H -8.052 13.091 -4.942
H -8.569 14.587 -4.419
H -7.033 14.633 -5.224
H -8.856 15.503 -6.707
H -9.806 14.186 -6.489
H -8.163 14.430 -8.321
C -4.843 18.440 -11.782
C -3.375 18.772 -11.331
O -3.195 17.877 -10.216
H -5.647 18.600 -11.064
H -5.006 17.362 -11.751
H -5.126 18.933 -12.712
H -3.129 19.761 -10.945
H -2.633 18.540 -12.095
H -3.801 18.137 -9.518
C -8.036 19.740 -12.137
C -9.338 20.383 -12.331
O -9.080 21.663 -11.916
H -8.074 18.709 -12.490
H -7.738 19.797 -11.090
H -7.348 20.330 -12.743
H -10.187 19.988 -11.773
H -9.569 20.347 -13.396
H -8.824 22.282 -12.604
C -7.979 17.567 -3.861
C -9.131 18.477 -4.178
O -10.142 17.692 -4.765
H -7.460 17.328 -4.789
H -8.199 16.670 -3.283
H -7.139 18.114 -3.434
H -8.753 19.294 -4.791
H -9.648 18.882 -3.308
H -10.750 18.334 -5.137
C -11.729 16.004 -1.687
C -11.468 14.847 -2.715
O -11.642 15.258 -4.091
H -12.727 16.399 -1.877
H -11.092 16.877 -1.833
H -11.624 15.684 -0.650
H -12.269 14.115 -2.622
H -10.503 14.398 -2.479
H -11.228 16.098 -4.300
C -14.392 13.714 -6.419
C -14.508 13.415 -4.933
O -14.332 14.681 -4.328
H -14.293 12.842 -7.065
H -13.529 14.365 -6.560
H -15.166 14.356 -6.840
H -13.761 12.711 -4.567
H -15.486 13.119 -4.553
H -13.399 14.909 -4.320
C -12.474 21.845 -13.295
C -12.622 21.465 -11.859
O -13.915 21.743 -11.499
H -11.491 21.773 -13.760
H -12.758 22.885 -13.454
H -13.111 21.195 -13.895
H -11.999 22.128 -11.259
H -12.316 20.462 -11.561
H -14.170 21.135 -10.800
C -5.942 11.139 -14.136
C -6.718 11.188 -12.874
O -7.988 10.656 -13.181
H -6.442 11.065 -15.102
H -5.455 10.168 -14.235
H -5.247 11.970 -14.253
H -6.592 12.101 -12.292
H -6.345 10.335 -12.307
H -8.466 10.523 -12.359
C -12.189 17.619 -13.597
C -12.785 16.889 -12.485
O -13.741 17.777 -11.898
H -11.566 18.485 -13.374
H -12.930 17.931 -14.332
H -11.546 16.953 -14.173
H -11.858 16.669 -11.956
H -13.247 15.984 -12.881
H -14.214 18.277 -12.567
C -4.377 14.561 -12.709
C -3.881 14.469 -11.226
O -4.639 15.230 -10.301
H -4.149 15.442 -13.310
H -5.410 14.215 -12.750
H -3.871 13.727 -13.195
H -2.828 14.721 -11.095
H -3.996 13.425 -10.935
H -4.123 16.018 -10.114
C -12.351 17.548 -7.205
C -12.696 18.618 -6.114
O -11.619 19.475 -5.941
H -13.275 17.083 -7.548
H -11.573 16.795 -7.079
H -12.024 18.112 -8.078
H -12.979 18.220 -5.139
H -13.530 19.224 -6.468
H -11.951 20.322 -5.635
C -5.173 11.367 -8.597
C -6.408 10.963 -7.724
O -7.549 11.306 -8.437
H -5.152 12.446 -8.747
H -5.205 10.733 -9.483
H -4.273 11.060 -8.065
H -6.473 11.379 -6.719
H -6.208 9.892 -7.700
H -7.720 12.213 -8.173
C -16.951 18.396 -9.817
C -15.736 18.795 -9.078
O -14.890 19.539 -9.998
H -17.602 17.790 -9.187
H -16.646 17.868 -10.721
H -17.432 19.296 -10.198
H -15.211 17.895 -8.757
H -16.070 19.397 -8.233
H -14.510 18.902 -10.608
C -9.726 16.581 -9.687
C -8.352 16.288 -10.480
O -7.766 15.121 -9.940
H -10.558 15.884 -9.786
H -10.066 17.546 -10.065
H -9.528 16.701 -8.622
H -7.697 17.150 -10.351
H -8.349 16.040 -11.541
H -7.018 14.860 -10.481
C -11.525 12.399 -10.814
C -10.006 12.337 -10.586
O -9.511 11.044 -10.415
H -11.766 12.627 -11.852
H -11.951 13.252 -10.287
H -12.035 11.505 -10.454
H -9.823 12.757 -9.597
H -9.373 12.804 -11.341
H -8.819 11.051 -9.750
C -6.540 13.773 -16.915
C -8.020 13.714 -16.617
O -8.746 13.948 -17.843
H -6.400 14.824 -17.168
H -6.228 13.152 -17.754
H -5.882 13.543 -16.077
H -8.369 14.442 -15.884
H -8.263 12.733 -16.207
H -9.672 13.843 -17.614
C -13.278 21.951 -7.873
C -13.058 22.796 -6.651
O -12.478 22.213 -5.508
H -12.346 21.618 -8.330
H -13.933 22.447 -8.589
H -13.821 21.107 -7.449
H -14.043 23.188 -6.396
H -12.420 23.652 -6.869
H -13.124 22.228 -4.798
C -5.953 16.609 -7.289
C -5.794 18.146 -7.246
O -4.719 18.564 -8.041
H -6.237 16.357 -8.311
H -6.693 16.157 -6.628
H -5.000 16.081 -7.305
H -5.558 18.388 -6.210
H -6.677 18.708 -7.550
H -4.744 19.521 -7.968
```

HOMO: -9.52 eV
ΔE to the lowest compared entry with this formula, charge and spin: 107.6 kcal/mol

Atom charges from the Löwdin analysis, given in e for atoms 1 to 2:
1 C -0.050
2 C -0.316

=====

Computed, not measured: a structure of composition C3H11O4S, with wB97M-V/def2-TZVPD.

```
19
Properties=species:S:1:pos:R:3
O -0.590 1.720 -1.555
C -1.289 0.712 -1.014
C -0.842 -0.593 -0.991
C -1.612 -1.660 -0.353
S -1.094 -1.659 1.396
H -2.352 0.897 -0.956
H 0.194 -0.791 -1.249
H -0.729 0.270 0.050
H -2.694 -1.632 -0.363
H -1.328 -2.554 -0.901
H 1.687 -1.531 0.856
H 2.180 -0.164 0.356
O 2.497 -1.043 0.703
H 2.395 1.772 -0.423
H 0.349 1.489 -1.229
O 1.572 1.380 -0.126
H -0.008 0.567 2.010
H 1.139 1.489 1.525
O 0.525 1.331 2.261
```

HOMO: -4.28 eV
Net charge: -1
ΔE to the lowest compared entry with this formula, charge and spin: 72.2 kcal/mol

Atom charges from the Löwdin analysis, given in e for atoms 1 to 2:
1 O -0.005
2 C -0.239

=====

Computed, not measured: a cluster of 13 separate species, C15H52N22O15 in total, with wB97M-V/def2-TZVPD.

```
104
Properties=species:S:1:pos:R:3
O 0.990 0.535 1.503
C 0.490 0.279 0.214
C -0.819 -0.543 -0.043
O -0.987 -1.856 0.310
H 1.292 -0.209 -0.384
H 0.390 1.203 -0.386
H -0.980 -0.425 -1.145
H -1.623 0.134 0.329
O -3.185 -3.839 2.279
C -3.683 -2.642 2.734
C -3.651 -2.504 4.341
O -2.469 -2.327 5.005
H -4.751 -2.657 2.418
H -3.222 -1.735 2.295
H -4.386 -3.238 4.726
H -4.157 -1.505 4.427
C 3.636 -2.273 1.701
O 4.516 -3.071 2.030
N 3.205 -1.246 2.485
N 2.837 -2.351 0.605
H 2.550 -0.494 2.287
H 3.883 -1.224 3.235
H 2.139 -1.630 0.492
H 3.022 -2.949 -0.176
C 1.781 2.401 5.117
O 1.620 3.457 4.483
N 2.024 1.216 4.495
N 1.795 2.327 6.460
H 1.789 1.193 3.510
H 2.487 0.511 5.032
H 2.143 1.451 6.802
H 1.538 3.064 7.084
C -2.851 -1.217 -4.189
O -3.000 -2.302 -3.638
N -2.475 -0.957 -5.463
N -3.121 -0.090 -3.474
H -2.536 -0.061 -5.909
H -2.700 -1.708 -6.101
H -3.224 0.817 -3.889
H -3.506 -0.316 -2.552
C 0.508 -5.154 0.639
O 1.124 -4.447 1.419
N 0.945 -6.421 0.367
N -0.556 -4.703 -0.068
H 0.828 -6.879 -0.519
H 1.563 -6.852 1.027
H -0.915 -5.311 -0.779
H -0.811 -3.708 0.030
C -4.846 0.085 -0.240
O -4.504 -0.766 -1.056
N -5.678 1.143 -0.478
N -4.609 -0.065 1.092
H -5.865 1.347 -1.445
H -6.004 1.661 0.312
H -4.114 -0.873 1.459
H -4.585 0.761 1.664
C 3.878 -0.110 -3.313
O 4.572 0.915 -3.102
N 3.491 -0.879 -2.284
N 3.483 -0.479 -4.545
H 2.873 -1.654 -2.452
H 3.567 -0.443 -1.383
H 2.955 -1.334 -4.616
H 3.799 0.054 -5.329
C 0.776 -1.715 -3.493
O 1.526 -2.143 -4.407
N 0.234 -0.480 -3.461
N 0.442 -2.462 -2.432
H -0.104 -0.224 -2.544
H 0.529 0.187 -4.149
H 1.088 -3.208 -2.247
H -0.276 -2.186 -1.756
C -1.647 1.999 3.688
O -2.208 2.332 4.748
N -0.850 2.873 3.002
N -1.693 0.772 3.171
H -0.648 3.739 3.464
H -0.455 2.685 2.097
H -2.412 0.237 3.644
H -1.215 0.515 2.319
C 1.585 3.260 -3.450
O 0.642 3.647 -4.141
N 1.449 2.598 -2.255
N 2.843 3.100 -3.982
H 2.227 2.630 -1.610
H 0.550 2.798 -1.808
H 3.412 2.667 -3.272
H 3.050 3.269 -4.942
C 4.153 2.464 0.862
O 5.039 3.343 0.959
N 3.140 2.377 1.708
N 3.993 1.559 -0.147
H 2.373 1.707 1.644
H 3.018 2.968 2.517
H 4.341 1.569 -1.090
H 3.306 0.874 0.147
C -1.911 3.848 -1.274
O -2.008 4.875 -1.962
N -1.473 2.684 -1.828
N -2.302 3.768 0.016
H -1.789 1.859 -1.330
H -1.450 2.729 -2.835
H -2.618 2.865 0.344
H -2.550 4.513 0.636
```

HOMO: 5.63 eV
Net charge: -4

Atom charges from the Löwdin analysis, given in e for atoms 1 to 2:
1 O -0.357
2 C -0.389

=====

Computed, not measured: an isolated molecule of C5H6O, with wB97M-V/def2-TZVPD.

```
12
Properties=species:S:1:pos:R:3
C 0.358 0.635 -1.734
C 0.463 0.792 -0.151
C -0.050 -0.540 0.341
O -0.065 -1.474 -0.434
C -0.604 -0.792 1.669
C -1.118 -1.231 2.667
H 0.863 1.459 -2.226
H -0.676 0.537 -2.094
H 0.840 -0.290 -2.114
H 0.027 1.625 0.459
H 1.534 0.900 0.063
H -1.571 -1.622 3.552
```

HOMO: -10.11 eV
ΔE to the lowest compared entry with this formula, charge and spin: 52.2 kcal/mol
SMILES: C#CC(=O)CC

Atom charges from the natural (NBO) analysis, given in e for atoms 1 to 2:
1 C -0.604
2 C -0.507

=====

| no. | frontier orbital gap (eV) | largest force on an atom (eV Å⁻¹) | energy (Ha) |
| --- | --- | --- | --- |
| 1 | 9.7 | 3.35 | -3100.47108 |
| 2 | 7.4 | 2.62 | -820.00211 |
| 3 | 1.5 | 3.73 | -2935.95030 |
| 4 | 10.5 | 1.35 | -269.26304 |